Record 1
Density functional theory data (ωB97M-V with the def2-TZVPD basis set) for C5H6ClN in the gas phase.

Properties
SMILES string: Cl[C@@H]1C=C[C@@H]2N[C@H]12
Gap between HOMO and LUMO in eV: 10.10
Relative energy (zero: lowest compared OMol25 entry of this formula, charge and spin) in eV: 3.260
HOMO energy in eV: -9.4

Each line ends with the Löwdin charge.
Geometry (Å):
Cl -1.98 -0.17 -0.27  0.475
C -0.42 0.16 0.81  -0.518
C 0.16 1.43 0.21  -0.155
C 1.37 1.28 -0.41  0.017
C 1.85 -0.22 0.06  -0.201
N 0.94 -1.16 -0.70  0.036
C 0.68 -0.79 0.69  -0.369
H -1.02 0.30 1.67  0.062
H -0.56 2.26 -0.02  0.105
H 1.97 1.87 -1.22  0.133
H 2.84 -0.74 0.42  0.160
H 1.23 -2.06 -0.94  0.068
H 0.89 -1.79 1.33  0.187


Record 2
Density functional theory data (ωB97M-V with the def2-TZVPD basis set) for a gas-phase ion, C5H4NO3 (charge -1).

Properties
SMILES string: O=C=NC/C=C/C(=O)[O-]
Gap between HOMO and LUMO in eV: 7.10
Relative energy (zero: lowest compared OMol25 entry of this formula, charge and spin) in eV: 1.093
Charge: -1
HOMO energy in eV: -3.9

Each line ends with the Löwdin charge.
Geometry (Å):
O 2.50 -1.85 -1.02  0.136
C 1.59 -1.97 -0.33  -0.373
N 0.74 -2.14 0.46  0.093
C -0.47 -1.72 1.01  -0.230
C -0.99 -0.45 0.25  -0.116
C -1.97 -0.58 -0.63  -0.031
C -2.61 0.67 -1.27  -0.767
O -3.49 1.30 -0.62  -0.098
O -2.17 1.12 -2.35  -0.087
H -0.14 -1.51 2.07  0.114
H -1.26 -2.56 1.09  0.126
H -0.66 0.51 0.67  0.111
H -2.10 -1.66 -0.97  0.123


Record 3
Density functional theory data (ωB97M-V with the def2-TZVPD basis set) for C2H3NO2 in the gas phase.

Properties
Gap between HOMO and LUMO (spin up / spin down) in eV: 8.35 / 8.27
Relative energy (zero: lowest compared OMol25 entry of this formula, charge and spin) in eV: 7.513
HOMO energy (spin up / spin down) in eV: -8.7 / -8.7

Each line ends with the Löwdin charge.
Geometry (Å):
C 0.56 0.82 0.64  0.165
C 0.49 -0.45 -0.11  -0.321
N -1.87 -0.26 -0.09  -0.033
O -0.77 -1.08 0.18  -0.118
O -1.68 0.84 -0.43  0.032
H 1.26 1.64 0.58  0.006
H 0.69 -0.49 -1.20  0.120
H 1.31 -1.01 0.43  0.150


Record 4
Density functional theory data (ωB97M-V with the def2-TZVPD basis set) for 12 unconnected molecules or ions with the total composition C38H75N7O16.

Properties
SMILES string: CCN(CC)CC.O=C1CCCO1.O=C1CCCO1.O=C1CCCO1.O=C1CCCO1.O=C1CCCO1.CC(N)=O.CC(N)=O.CC(N)=O.CC(N)=O.CC(N)=O.CC(N)=O
Gap between HOMO and LUMO in eV: 8.76
HOMO energy in eV: -8.8

Each line ends with the Löwdin charge.
Geometry (Å):
C 4.76 -3.07 -3.91  -0.082
C 5.11 -1.86 -3.05  -0.249
N 4.08 -0.83 -3.18  -0.199
C 4.38 0.10 -4.28  -0.226
C 3.10 0.82 -4.75  -0.078
C 3.73 -0.15 -1.94  -0.240
C 3.16 -1.08 -0.87  -0.081
H 4.84 -2.82 -4.97  0.066
H 3.75 -3.43 -3.72  0.052
H 5.44 -3.91 -3.75  0.073
H 5.25 -2.22 -2.03  0.104
H 6.09 -1.48 -3.38  0.116
H 5.15 0.82 -3.99  0.119
H 4.65 -0.61 -5.07  0.105
H 2.27 0.12 -4.59  0.053
H 3.00 1.76 -4.21  0.051
H 3.14 0.94 -5.83  0.075
H 2.98 0.64 -2.09  0.097
H 4.60 0.42 -1.57  0.121
H 2.97 -0.47 0.01  0.027
H 3.86 -1.88 -0.62  0.062
H 2.29 -1.62 -1.25  0.074
O -1.24 2.41 -1.29  0.021
C -0.93 1.52 -0.53  -0.438
C -0.26 0.16 -0.81  -0.034
C 0.12 -0.26 0.61  -0.155
C -0.97 0.33 1.45  -0.108
O -1.25 1.60 0.78  0.021
H -1.05 -0.47 -1.24  0.099
H 0.60 0.29 -1.46  0.111
H 0.16 -1.34 0.71  0.110
H 1.07 0.18 0.90  0.092
H -1.87 -0.27 1.45  0.111
H -0.62 0.71 2.42  0.111
O -1.50 -2.89 1.77  0.118
C -2.02 -3.57 0.93  -0.448
C -2.23 -3.20 -0.53  -0.059
C -2.39 -4.58 -1.15  -0.158
C -2.99 -5.39 0.00  -0.166
O -2.37 -4.85 1.15  0.054
H -3.12 -2.60 -0.71  0.115
H -1.33 -2.69 -0.85  0.100
H -2.99 -4.61 -2.06  0.110
H -1.43 -5.01 -1.44  0.117
H -4.09 -5.33 0.02  0.130
H -2.81 -6.45 -0.20  0.126
O -4.35 -0.23 0.46  0.097
C -4.42 0.08 -0.69  -0.478
C -4.33 1.43 -1.35  -0.033
C -3.91 1.02 -2.77  -0.144
C -4.63 -0.32 -2.94  -0.127
O -4.55 -0.87 -1.62  0.021
H -5.29 1.94 -1.26  0.140
H -3.51 1.99 -0.89  0.106
H -4.23 1.71 -3.56  0.115
H -2.84 0.91 -2.96  0.086
H -5.64 -0.20 -3.32  0.128
H -4.11 -0.99 -3.63  0.117
O -1.69 -0.23 6.93  0.128
C -1.56 -1.27 6.37  -0.481
C -0.97 -1.62 5.02  -0.084
C -1.52 -3.00 4.72  -0.161
C -1.68 -3.59 6.15  -0.146
O -1.95 -2.44 6.94  0.014
H -1.38 -0.97 4.25  0.108
H 0.11 -1.63 4.97  0.125
H -2.53 -2.97 4.31  0.110
H -0.93 -3.61 4.03  0.103
H -2.52 -4.28 6.13  0.119
H -0.75 -4.05 6.49  0.123
O 3.96 1.37 1.24  0.078
C 3.66 2.35 0.63  -0.463
C 2.39 3.18 0.75  -0.037
C 2.17 3.61 -0.70  -0.140
C 3.55 3.56 -1.31  -0.122
O 4.34 2.71 -0.46  0.031
H 1.57 2.60 1.18  0.114
H 2.59 4.04 1.39  0.136
H 1.47 2.93 -1.21  0.103
H 1.71 4.59 -0.80  0.093
H 3.60 3.27 -2.36  0.115
H 4.03 4.54 -1.17  0.135
C -1.32 4.86 2.10  0.003
C -0.39 5.46 1.05  -0.597
N -0.64 5.23 -0.24  0.172
O 0.57 6.10 1.47  0.012
H -1.84 5.70 2.56  0.087
H -0.76 4.38 2.90  0.075
H -2.03 4.13 1.70  0.066
H -1.12 4.42 -0.59  0.070
H -0.09 5.70 -0.94  0.107
C -4.38 0.52 4.07  -0.005
C -5.67 1.13 3.63  -0.607
N -5.97 1.27 2.33  0.164
O -6.43 1.56 4.50  0.016
H -3.73 0.14 3.27  0.058
H -4.63 -0.27 4.77  0.091
H -3.74 1.24 4.58  0.089
H -5.52 0.71 1.61  0.055
H -6.93 1.53 2.14  0.106
C 3.02 -1.92 2.01  -0.022
C 4.06 -1.91 3.12  -0.572
N 4.87 -0.81 3.12  0.166
O 4.21 -2.83 3.90  0.030
H 3.29 -2.54 1.16  0.074
H 2.89 -0.89 1.67  0.019
H 2.08 -2.31 2.39  0.087
H 4.78 -0.17 2.35  0.053
H 5.62 -0.71 3.77  0.107
C 0.73 1.67 5.25  0.001
C 1.66 1.09 4.20  -0.552
N 2.81 1.76 3.95  0.186
O 1.29 0.11 3.56  0.014
H 0.75 1.17 6.21  0.083
H -0.32 1.70 4.94  0.076
H 0.94 2.74 5.39  0.075
H 3.23 2.36 4.63  0.111
H 3.30 1.39 3.15  0.057
C -0.62 1.76 -4.57  -0.001
C -1.74 2.75 -4.84  -0.599
N -2.20 3.45 -3.78  0.158
O -2.04 3.05 -5.98  0.027
H -1.01 0.77 -4.31  0.064
H 0.01 2.09 -3.74  0.065
H 0.06 1.77 -5.42  0.080
H -2.89 4.16 -3.90  0.113
H -1.86 3.11 -2.88  0.044
C 0.92 -2.68 -3.83  0.007
C -0.59 -2.59 -3.79  -0.574
N -1.27 -3.50 -4.52  0.175
O -1.14 -1.68 -3.18  0.008
H 1.33 -3.36 -4.57  0.078
H 1.35 -2.90 -2.85  0.075
H 1.21 -1.64 -3.94  0.068
H -2.27 -3.42 -4.58  0.108
H -0.79 -4.33 -4.82  0.102


Record 5
Density functional theory data (ωB97M-V with the def2-TZVPD basis set) for a molecular structure, C8H26N10O10Zn2.

Properties
Gap between HOMO and LUMO in eV: 5.02
Charge: +2
HOMO energy in eV: -12.9

Each line ends with the Löwdin charge.
Geometry (Å):
Zn 1.08 -19.54 -10.86  1.000
Zn -1.59 -16.85 -12.91  1.179
C 0.38 -18.28 -12.90  -0.831
O -0.33 -18.20 -11.82  -0.105
O 0.08 -17.52 -13.86  -0.037
O 1.37 -19.06 -12.82  -0.055
C 2.92 -15.90 -15.30  -0.656
O 3.71 -15.31 -16.01  0.070
N 1.66 -15.41 -15.09  0.143
N 3.10 -17.19 -14.83  0.167
H 1.41 -14.72 -15.78  0.112
H 1.02 -15.83 -14.45  0.035
H 2.32 -17.67 -14.42  0.033
H 3.92 -17.72 -15.04  0.079
C -0.34 -20.17 -8.20  -0.579
O 0.17 -19.44 -9.09  -0.031
N 0.22 -21.31 -7.75  0.208
N -1.47 -19.83 -7.57  0.203
H 1.17 -21.57 -7.95  0.131
H -0.32 -21.84 -7.09  0.126
H -1.81 -20.28 -6.74  0.130
H -1.86 -18.92 -7.73  0.111
C 3.17 -17.25 -10.49  -0.576
O 2.38 -18.18 -10.22  -0.044
N 3.40 -16.75 -11.72  0.216
N 3.77 -16.56 -9.49  0.199
H 3.81 -15.84 -11.84  0.129
H 3.14 -17.26 -12.55  0.067
H 4.49 -15.89 -9.71  0.125
H 3.75 -16.97 -8.57  0.128
C -2.94 -16.15 -10.21  -0.572
O -2.78 -16.57 -11.39  -0.051
N -3.60 -16.95 -9.34  0.199
N -2.66 -14.92 -9.77  0.227
H -4.13 -16.62 -8.55  0.134
H -3.95 -17.82 -9.71  0.132
H -2.84 -14.73 -8.80  0.134
H -2.02 -14.32 -10.27  0.136
C 1.43 -20.65 -17.57  -0.674
O 0.81 -20.58 -18.61  0.051
N 1.48 -19.69 -16.58  0.150
N 2.25 -21.71 -17.27  0.150
H 0.83 -18.92 -16.65  0.092
H 1.90 -19.96 -15.71  0.038
H 2.39 -22.32 -18.06  0.108
H 2.64 -21.91 -16.37  0.067
C 5.15 -20.68 -14.72  -0.215
C 4.14 -20.75 -13.61  -0.210
O 2.82 -20.85 -14.16  -0.112
O 5.17 -19.35 -15.26  -0.076
H 5.00 -21.41 -15.51  0.125
H 6.19 -20.87 -14.44  0.127
H 4.23 -19.81 -13.05  0.114
H 4.23 -21.58 -12.91  0.122
H 2.21 -20.21 -13.77  0.017
H 5.22 -19.37 -16.22  0.107


> What is the formula in the first record?

C5H6ClN


Please write out number 5 again, unchanged.
Density functional theory data (ωB97M-V with the def2-TZVPD basis set) for a molecular structure, C8H26N10O10Zn2.

Properties
Gap between HOMO and LUMO in eV: 5.02
Charge: +2
HOMO energy in eV: -12.9

Each line ends with the Löwdin charge.
Geometry (Å):
Zn 1.08 -19.54 -10.86  1.000
Zn -1.59 -16.85 -12.91  1.179
C 0.38 -18.28 -12.90  -0.831
O -0.33 -18.20 -11.82  -0.105
O 0.08 -17.52 -13.86  -0.037
O 1.37 -19.06 -12.82  -0.055
C 2.92 -15.90 -15.30  -0.656
O 3.71 -15.31 -16.01  0.070
N 1.66 -15.41 -15.09  0.143
N 3.10 -17.19 -14.83  0.167
H 1.41 -14.72 -15.78  0.112
H 1.02 -15.83 -14.45  0.035
H 2.32 -17.67 -14.42  0.033
H 3.92 -17.72 -15.04  0.079
C -0.34 -20.17 -8.20  -0.579
O 0.17 -19.44 -9.09  -0.031
N 0.22 -21.31 -7.75  0.208
N -1.47 -19.83 -7.57  0.203
H 1.17 -21.57 -7.95  0.131
H -0.32 -21.84 -7.09  0.126
H -1.81 -20.28 -6.74  0.130
H -1.86 -18.92 -7.73  0.111
C 3.17 -17.25 -10.49  -0.576
O 2.38 -18.18 -10.22  -0.044
N 3.40 -16.75 -11.72  0.216
N 3.77 -16.56 -9.49  0.199
H 3.81 -15.84 -11.84  0.129
H 3.14 -17.26 -12.55  0.067
H 4.49 -15.89 -9.71  0.125
H 3.75 -16.97 -8.57  0.128
C -2.94 -16.15 -10.21  -0.572
O -2.78 -16.57 -11.39  -0.051
N -3.60 -16.95 -9.34  0.199
N -2.66 -14.92 -9.77  0.227
H -4.13 -16.62 -8.55  0.134
H -3.95 -17.82 -9.71  0.132
H -2.84 -14.73 -8.80  0.134
H -2.02 -14.32 -10.27  0.136
C 1.43 -20.65 -17.57  -0.674
O 0.81 -20.58 -18.61  0.051
N 1.48 -19.69 -16.58  0.150
N 2.25 -21.71 -17.27  0.150
H 0.83 -18.92 -16.65  0.092
H 1.90 -19.96 -15.71  0.038
H 2.39 -22.32 -18.06  0.108
H 2.64 -21.91 -16.37  0.067
C 5.15 -20.68 -14.72  -0.215
C 4.14 -20.75 -13.61  -0.210
O 2.82 -20.85 -14.16  -0.112
O 5.17 -19.35 -15.26  -0.076
H 5.00 -21.41 -15.51  0.125
H 6.19 -20.87 -14.44  0.127
H 4.23 -19.81 -13.05  0.114
H 4.23 -21.58 -12.91  0.122
H 2.21 -20.21 -13.77  0.017
H 5.22 -19.37 -16.22  0.107


> Which formula does entry 5 have?

C8H26N10O10Zn2